Record 1
43
Properties=species:S:1:pos:R:3:forces:R:3 method="wB97M-V/def2-TZVPD" total_energy_ha=-2445.66123 gap_ev=9.313 lumo_ev=0.46 max_force_ev_per_a=0.48
C 6.60398 2.24132 0.85923 0.0808 -0.0585 -0.0648
C 5.37930 1.79751 0.11454 -0.1714 0.0074 0.1548
O 4.68945 2.54113 -0.53233 0.0090 0.0429 0.0104
N 5.04827 0.40484 0.31420 -0.0792 0.0474 -0.0358
C 3.64875 0.20158 0.74909 0.0608 0.1734 0.0741
C 2.74305 -0.33551 -0.34609 0.0366 -0.0280 -0.1463
C 1.34450 -0.68693 0.16588 -0.1442 0.1171 0.0829
C 0.67498 -1.86078 -0.57436 0.1026 -0.0359 -0.1394
Si -1.14458 -1.65079 -0.85881 0.0441 -0.0683 -0.0318
I -1.47832 -0.12939 -2.77208 -0.0043 0.0284 -0.0031
O -1.81166 -0.92960 0.46053 -0.0731 -0.0696 -0.1161
Si -3.37906 -0.63241 0.84979 0.0253 0.0713 -0.1485
Cl -3.93697 -2.01705 2.25464 -0.0505 -0.1045 0.1487
C -3.58709 1.08259 1.49658 -0.0499 0.0345 0.1222
C -3.59628 2.15302 0.38586 -0.0103 0.0278 -0.2141
C -4.72840 3.17159 0.50428 0.0252 0.0738 0.0105
O -5.91915 2.77124 -0.16264 0.0290 -0.1298 0.0471
P -2.24647 -3.57805 -1.38104 0.3183 -0.0409 -0.0663
N -1.55043 -3.96800 -2.89415 -0.2904 0.3832 0.0135
O -1.29093 -4.44140 -0.31358 -0.1512 -0.0177 0.0164
H 7.43729 1.57664 0.62683 0.0060 0.0338 -0.0053
H 6.84699 3.27524 0.63083 0.0117 -0.0151 -0.0305
H 6.41465 2.12891 1.93022 -0.0260 -0.0173 -0.0620
H 5.17378 -0.05688 -0.58344 0.1306 -0.0708 0.0983
H 3.26029 1.15935 1.10969 -0.0341 -0.0842 -0.0066
H 3.64788 -0.48248 1.60328 0.0243 -0.0389 -0.0787
H 2.68335 0.41494 -1.13950 -0.0267 -0.0742 -0.0404
H 3.21153 -1.22253 -0.79048 -0.0041 -0.0250 0.1149
H 1.40236 -0.93047 1.23047 -0.0464 -0.0312 -0.0325
H 0.71135 0.20452 0.10596 0.0844 0.0141 0.0325
H 1.14036 -2.00341 -1.55642 -0.0526 -0.0132 0.0259
H 0.79391 -2.80615 -0.03763 0.1053 0.0294 0.0156
H -4.22509 -0.84729 -0.34274 -0.0025 -0.0217 0.0441
H -4.52924 1.08312 2.05918 0.0063 0.0685 -0.0454
H -2.80253 1.29341 2.22843 -0.0747 -0.0428 0.0382
H -3.68966 1.69684 -0.60812 0.0027 0.0563 0.0248
H -2.64193 2.68229 0.36576 0.0125 -0.0494 0.1039
H -4.93947 3.38296 1.56025 0.0541 0.0121 -0.0129
H -4.43977 4.11117 0.03182 -0.0261 -0.0428 -0.0164
H -6.15282 1.87997 0.11903 -0.0192 0.0547 0.0312
H -0.76462 -3.42611 -3.23250 0.0435 -0.1019 0.0561
H -2.25115 -4.01700 -3.62353 0.0811 -0.1506 0.0467
H -1.75038 -5.23193 -0.00698 0.0428 0.0564 -0.0159

***

Record 2
44
Properties=species:S:1:pos:R:3:forces:R:3 method="wB97M-V/def2-TZVPD" total_energy_ha=-2475.65814 gap_ev=2.519 charge=+2 lumo_ev=-9.96 max_force_ev_per_a=3.23
C -6.54634 3.35814 -2.07769 0.2187 0.3092 0.0052
C -5.10305 2.99701 -2.16538 -1.2514 0.9754 2.0614
O -4.59410 2.67076 -3.16574 1.5774 -1.0218 -2.6274
N -4.36335 3.08786 -0.92314 -0.4742 -0.2489 0.2383
C -3.77012 1.79979 -0.55075 1.0459 0.5819 -0.4296
C -2.24637 1.85916 -0.70314 -0.3407 -0.8071 0.5937
C -1.54179 0.70327 0.03432 0.1372 0.8797 -0.0600
C -0.33308 1.23478 0.84787 0.2654 -1.0262 0.2538
Si 1.18815 0.15012 0.77495 -1.2263 0.6347 -1.0304
I 2.56986 0.88610 -1.11970 -0.0478 -0.1519 0.5503
O 0.85032 -1.45505 0.59512 1.0536 0.2111 0.6215
Si 2.09182 -2.53770 0.92477 -0.8250 -0.8330 -0.6094
Cl 1.50289 -3.43979 2.74029 0.1807 0.3546 0.0538
C 2.35225 -3.81271 -0.40051 0.8268 1.0983 0.3956
C 3.35946 -3.21468 -1.44095 -0.8080 -0.4972 -0.0949
C 4.53251 -4.14362 -1.72007 -0.0342 -0.1572 0.4725
O 5.69302 -3.78223 -0.99718 0.2125 0.2907 0.1124
P 2.39616 0.47946 2.67550 1.9586 -0.6378 0.3133
N 3.08026 2.03297 2.50822 -0.9058 -0.8150 -0.5279
O 1.14366 0.58809 3.88474 -1.9079 0.7504 -0.5421
H -6.63904 4.31856 -1.58850 -0.1229 0.1536 0.3260
H -6.94907 3.43478 -3.07026 -0.2666 -0.1342 -0.3928
H -7.07156 2.61008 -1.50171 -0.2270 -0.1474 0.2644
H -3.63697 3.77966 -1.06072 0.0507 0.0375 -0.0053
H -4.13697 1.00805 -1.19036 -0.3830 -0.2669 0.0253
H -3.96797 1.58806 0.49159 -0.3798 -0.1809 0.2928
H -1.96471 1.84621 -1.74306 0.0730 0.3267 -0.4165
H -1.95026 2.78624 -0.23216 0.2861 0.4180 -0.0535
H -2.23633 0.28130 0.74608 -0.2034 -0.3262 0.1799
H -1.27134 -0.08696 -0.65406 0.1139 -0.1753 -0.1820
H -0.02971 2.23904 0.57650 0.0357 0.2230 -0.2579
H -0.62631 1.28470 1.89446 -0.0543 0.1328 0.2737
H 3.33971 -1.78594 1.13469 -0.0023 0.0311 0.2496
H 2.85674 -4.65104 0.06424 -0.2168 -0.4598 0.2522
H 1.43434 -4.12533 -0.87198 -0.2794 -0.2708 -0.0003
H 3.74257 -2.25097 -1.12602 0.2182 0.3175 -0.0617
H 2.78770 -3.05363 -2.34367 -0.0035 0.2217 -0.3607
H 4.25021 -5.15552 -1.43711 -0.1301 -0.3154 -0.1368
H 4.79889 -4.16733 -2.76520 0.1688 0.1852 -0.2776
H 5.44289 -3.55269 -0.09495 0.1041 -0.1405 -0.0752
H 2.64486 2.52712 1.73250 0.1242 0.4409 0.1678
H 4.05382 1.89227 2.24901 0.1528 0.2441 0.4041
H 1.50222 0.30660 4.69246 1.5516 0.8189 -1.0669
Sr 1.36413 -0.53501 6.37667 -0.2652 -1.0234 1.1011

***

Record 3
44
Properties=species:S:1:pos:R:3:forces:R:3 method="wB97M-V/def2-TZVPD" total_energy_ha=-1234.99391 gap_ev=5.256 lumo_ev=-1.09 max_force_ev_per_a=5.94
O 2.68290 -0.37326 -2.77499 0.4737 -0.1292 3.3760
H 2.71748 -1.32282 -3.00134 -0.1189 0.3367 0.4665
Hg 0.40986 -0.27960 -0.44865 -3.8212 -1.5462 1.3718
N -0.07834 -0.78853 1.81573 0.5855 -3.5279 -0.1742
N 0.36959 -2.56938 -0.10467 -0.2840 0.0287 3.0303
N -0.72090 1.71709 0.11351 -0.5561 2.4393 -1.5493
N 0.20353 1.14229 -2.30028 -0.9141 2.4177 0.8997
O -0.34158 0.07371 2.74104 -0.6086 2.1064 1.0106
O -1.25193 1.98998 1.31436 0.1385 -0.1646 -0.0875
O 0.76534 0.97920 -3.50343 1.2351 -1.0629 -0.3606
O 0.55501 -3.35605 -1.06489 0.4878 -0.9406 -1.2543
C 0.19017 -3.04763 1.15777 0.4448 0.5739 -3.1727
C -0.12088 -2.08683 2.16732 0.0170 3.3870 -0.4346
C -0.93303 2.62850 -0.82597 -0.1218 -1.6165 2.2644
C -0.42294 2.30270 -2.14443 1.5048 -2.7059 -1.1202
C -0.51019 -2.42172 3.56080 -0.0581 -0.2757 0.3357
H -1.46266 -1.93906 3.81641 0.2784 0.0234 -0.0379
H 0.24551 -2.05934 4.27094 -0.2212 0.0228 -0.1143
H -0.62167 -3.49937 3.69241 0.0023 0.1618 0.0268
C 0.26679 -4.51140 1.36548 -0.0771 -0.3840 0.1002
H 1.18728 -4.91116 0.92007 -0.2336 0.0552 -0.0156
H -0.58114 -5.01388 0.87773 0.2360 -0.0256 0.0424
H 0.25429 -4.75790 2.42910 0.0226 -0.0444 -0.1890
C -1.68423 3.88677 -0.55483 -0.1098 0.2796 0.0063
C -0.52696 3.15990 -3.34732 -0.2992 0.7814 -0.1026
H -1.73736 4.07163 0.52204 0.0121 -0.0739 -0.2878
H -2.70870 3.81887 -0.94773 0.1848 0.0181 0.0974
H -1.20009 4.73747 -1.04749 -0.0969 -0.1388 0.1072
H -0.96806 2.59538 -4.17801 0.1567 0.1065 0.1904
H 0.47167 3.48398 -3.67065 -0.2092 -0.1290 0.0351
H -1.13737 4.04342 -3.15048 0.0785 -0.0979 -0.0988
H -0.89018 1.22754 1.92083 -0.0127 -0.2282 0.5344
H 1.62192 0.30549 -3.29106 -1.5400 0.9574 -0.3229
C 2.62079 -0.22787 -0.89176 3.4944 -0.5349 -4.7705
H 2.34182 -1.26120 -0.67522 -0.1982 0.2512 0.2317
H 2.14010 0.75596 -0.86352 0.1578 -0.2350 0.1021
H 3.67187 -0.08444 -0.66496 0.1161 -0.0060 0.0446
O 1.63554 1.96989 3.84530 -0.0951 -0.0080 -0.6879
H 1.90933 2.53888 3.10773 -0.1712 -0.2483 0.4150
H 0.99793 1.33874 3.44202 0.1759 0.0953 0.2375
N -2.07822 -0.98777 -0.87679 -0.4768 0.0685 -0.2559
H -2.69274 -0.17076 -0.90325 0.1395 -0.3599 0.0101
H -2.38225 -1.58488 -0.10384 0.2336 0.2214 -0.2455
H -2.20730 -1.51252 -1.74506 0.0477 0.1510 0.3460

***

Record 4
44
Properties=species:S:1:pos:R:3:forces:R:3 method="wB97M-V/def2-TZVPD" total_energy_ha=-2216.49555 gap_ev=8.125 lumo_ev=-0.25 max_force_ev_per_a=0.80
C -0.87974 1.48812 -4.07118 0.0733 0.2127 0.1805
C 0.63687 1.57954 -3.86801 -0.3280 -0.0305 0.3233
I 1.59858 2.06906 -5.72032 0.1177 -0.0902 -0.0685
C 0.98868 2.66097 -2.85752 0.2252 0.2558 -0.4623
I 0.09984 2.17573 -0.95440 0.0260 -0.0459 0.1746
O 2.36232 2.99163 -2.80780 -0.2616 -0.3211 0.4866
P 3.59110 2.20936 -2.16496 0.4254 0.5824 -0.2595
O 4.83971 2.54669 -2.82345 -0.1024 -0.0159 -0.0265
O 3.23696 0.65976 -2.14966 -0.1852 0.0482 -0.1534
O 3.49696 2.64433 -0.62470 -0.2759 -0.7492 -0.0974
P 3.96102 1.78977 0.67112 0.2651 0.3103 0.2869
O 5.36275 1.40727 0.72072 -0.1665 -0.0237 -0.0312
O 3.49697 2.77787 1.81449 -0.0158 -0.0709 -0.1962
O 2.93567 0.57595 0.72949 0.0806 0.0800 -0.0159
H -1.12824 1.25946 -5.10194 -0.0417 -0.1619 0.0114
H -1.35315 2.43805 -3.81436 -0.0112 0.0389 -0.1239
H -1.30112 0.73665 -3.40576 -0.0360 -0.0616 -0.0598
H 1.01612 0.62020 -3.52890 0.2492 -0.0219 -0.2053
H 0.49346 3.58275 -3.15051 0.0133 0.0470 0.0925
H 3.65646 0.25428 -2.92527 0.0309 -0.0740 0.1547
H 2.61288 3.13411 1.65973 -0.0387 0.0663 0.0881
H 3.43343 -0.24449 0.84756 -0.0838 -0.0285 -0.0653
C -0.25544 -2.07900 0.19395 0.0212 0.0194 -0.0219
C -0.82669 -1.30427 1.37133 0.1172 -0.0985 -0.0019
N -2.27675 -1.30399 1.41243 0.0032 0.0319 0.0109
C -2.82147 -0.35822 2.37031 -0.0643 0.1529 0.0077
C -2.54193 -0.58733 3.86112 -0.0540 0.0157 0.0082
C -2.90609 -2.61384 1.38448 -0.0476 -0.1406 -0.0710
C -2.54959 -3.60921 2.49770 -0.0720 -0.0069 -0.0092
H -0.64920 -1.69499 -0.74856 -0.0344 -0.0108 0.0014
H 0.83031 -1.97275 0.17698 -0.0018 0.0243 -0.0055
H -0.47764 -3.14471 0.25185 0.0027 -0.0080 0.0100
H -0.50132 -0.26417 1.28175 -0.0281 0.0531 0.0627
H -0.37157 -1.68768 2.29940 0.0025 0.0036 -0.0168
H -3.90224 -0.30635 2.21361 -0.0074 -0.0442 -0.0071
H -2.43708 0.63038 2.09791 0.0515 -0.0234 -0.0191
H -3.14477 -1.39585 4.27202 0.0366 -0.0365 -0.0136
H -2.78965 0.31602 4.42148 -0.0028 0.0063 -0.0035
H -1.49191 -0.81193 4.05089 0.0088 0.0025 -0.0108
H -2.67162 -3.07772 0.42401 0.0488 0.0309 -0.0060
H -3.98757 -2.45908 1.36634 -0.0022 0.0474 0.0527
H -1.47930 -3.61669 2.70892 0.0095 -0.0016 -0.0200
H -2.82968 -4.61854 2.19101 -0.0020 -0.0010 -0.0052
H -3.07629 -3.39718 3.42670 0.0550 0.0372 0.0247

***

Record 5
41
Properties=species:S:1:pos:R:3:forces:R:3 method="wB97M-V/def2-TZVPD" total_energy_ha=-1440.35791 gap_ev=3.644 charge=-1 lumo_ev=1.14 max_force_ev_per_a=8.12
O 2.71070 -0.15830 -0.85936 2.8469 -3.0207 -0.5677
C 3.69010 -0.93381 -0.99081 -2.0339 3.3325 -0.2681
O 4.72400 -0.56430 -1.86612 -1.3127 -1.3734 2.3284
C 6.03500 -0.64360 -1.23494 1.7487 -0.4048 0.2030
C 6.25698 0.35728 0.00250 0.0510 0.9957 -0.1161
N 6.93433 1.62917 -0.34953 0.1695 -1.4158 0.4878
I 5.67120 2.86407 -1.43715 -0.0946 -0.0828 0.0597
H 3.68738 -1.90691 -0.37638 0.7559 1.1310 -1.0868
H 6.79641 -0.36634 -2.05362 -1.3250 -0.1822 1.2649
H 6.31366 -1.72634 -0.93129 -0.8261 1.2838 -0.3700
H 6.92984 -0.19480 0.76383 -0.7624 0.8379 -1.1480
H 5.28898 0.63159 0.56114 0.6666 -1.0796 -0.7764
O -3.18408 -1.10282 -1.49220 2.0431 2.4819 -2.8698
P -2.40213 -0.11972 -0.60154 -2.9736 -4.6395 5.9597
N -1.50995 -1.37222 0.18749 0.8606 -0.5200 -0.1192
C -0.96650 -1.34577 1.53907 0.1627 0.5085 0.1580
C -0.54193 -2.05875 -0.67407 -0.1742 -0.1970 -0.4867
N -3.81673 0.26604 0.33031 -1.3032 0.8960 0.5560
C -4.16237 -0.46393 1.54150 0.4847 0.2070 0.0381
C -5.03706 0.46426 -0.45698 0.2984 0.0469 -0.1873
N -1.49132 1.08573 0.33902 0.0098 1.8166 -2.8505
C -2.16276 2.27596 0.88221 -0.4314 0.1931 0.3438
C -0.37310 1.58999 -0.49375 0.7716 -0.2433 0.0297
H -0.07937 -0.71064 1.62669 0.1021 0.0014 0.0480
H -0.67819 -2.35655 1.84860 -0.0477 -0.0286 -0.3300
H -1.68757 -1.02025 2.28460 -0.0629 0.1846 -0.1837
H 0.38898 -1.48721 -0.76371 0.1259 -0.1066 0.0901
H -0.93807 -2.20998 -1.68044 -0.1388 0.1045 0.1224
H -0.29818 -3.05057 -0.28104 -0.0695 0.0819 0.1213
H -4.15322 -1.54580 1.38433 0.0371 -0.1707 0.1243
H -5.15523 -0.18100 1.90475 -0.0157 0.0778 -0.3243
H -3.49137 -0.19458 2.35682 0.1690 -0.1940 0.0520
H -5.51615 -0.48514 -0.71550 -0.0367 -0.0043 -0.1488
H -4.81853 1.00252 -1.38266 -0.0333 -0.1411 0.0130
H -5.76028 1.07240 0.09866 0.1690 -0.0287 0.1461
H -2.74477 2.80087 0.11947 -0.0118 0.0955 0.1581
H -1.43042 2.97866 1.29463 0.2855 -0.2219 -0.3368
H -2.81193 2.02619 1.72188 -0.0880 -0.1788 -0.3073
H -0.74613 2.18471 -1.33490 0.1195 0.1361 0.1322
H 0.21522 0.76730 -0.90603 -0.0168 -0.0732 0.0524
H 0.31457 2.20261 0.09452 -0.1194 -0.1056 -0.0117

***

Record 6
35
Properties=species:S:1:pos:R:3:forces:R:3 method="wB97M-V/def2-TZVPD" total_energy_ha=-755.40294 gap_ev=9.576 charge=+1 lumo_ev=-3.46 max_force_ev_per_a=5.13 de_lowest_kcal_mol=36.29
C 1.12596 0.21542 -0.25810 1.9104 1.9691 -0.3278
C 2.59731 0.26247 -3.18826 -0.6783 3.4119 -2.1171
C 0.75873 2.07493 -3.50285 0.0081 -2.6573 2.4959
C -2.61178 -2.25159 0.48014 -1.6240 -1.7412 1.6631
C -3.21313 -0.03024 1.47508 1.0291 0.6973 0.8094
C 0.52962 0.20486 3.94297 -1.1230 0.4588 -0.7812
C 0.30027 -0.27338 0.76255 -1.7396 -3.0817 3.7088
C 1.57874 1.14241 -2.45180 0.2806 3.2733 -0.2842
C -2.07007 -1.11276 1.35396 -1.7267 0.9728 -2.2784
N 0.66871 0.39476 -1.58950 -0.8569 -2.3460 -0.4474
N -0.93563 -0.62723 0.55957 1.0566 2.0470 -0.8959
Si 1.36906 -0.49081 2.49195 0.2021 0.1386 -0.9045
H 2.11772 -0.28783 -0.07508 -0.3607 0.7622 -0.4784
H 3.15181 -0.39048 -2.63182 0.7624 -2.2506 1.7355
H 1.90569 -0.15349 -3.94047 1.1289 -0.6328 -0.1344
H 3.46002 0.86933 -3.67111 -1.8816 -0.6225 0.3519
H 0.24567 2.80692 -2.88270 -0.6645 -0.2242 -0.4118
H 0.18578 1.42730 -4.16710 -0.6525 0.2318 0.3260
H 1.40338 2.58083 -4.12639 1.8028 1.1569 -1.1960
H -1.88144 -3.08165 0.31304 -0.5210 0.7821 0.1078
H -3.58737 -2.75078 0.99155 2.2544 1.3359 -1.3769
H -2.86876 -1.75693 -0.45963 -0.2821 -0.5568 -0.0792
H -2.86130 0.92503 1.92969 0.1721 -0.6563 -0.2939
H -3.99693 -0.35298 2.18610 0.2901 -0.2442 -0.7361
H -3.61876 0.25960 0.49531 -0.0493 -0.4618 0.2783
H 1.19200 0.21670 4.76965 0.6639 -0.5493 1.0155
H 0.45276 1.29237 3.73382 -1.0907 -0.5607 0.2277
H -0.38114 -0.44171 4.14481 0.7983 1.4540 0.0366
H 1.14536 1.22597 0.26554 1.0236 -0.1648 -0.7588
H 1.99061 1.96543 -1.78070 0.1696 -1.2911 -0.6104
H -1.69690 -1.37205 2.27673 0.6695 -0.8420 2.1635
H 0.54626 -0.57791 -1.97548 -0.0402 1.3029 0.1050
H -1.18154 -0.28894 -0.36622 -0.6316 -0.3768 -0.5212
H 1.57923 -1.90804 2.80547 0.1534 -0.2573 -0.5655
H 2.60005 0.28446 2.08930 -0.4530 -0.4774 0.1741